No. 1
This record from the Open Molecules 2025 dataset describes C37H44BrClLuO14P as an isolated structure at a distorted geometry. The level of theory is ωB97M-V/def2-TZVPD.

```
! wB97M-V def2-TZVPD RIJCOSX def2/J DEFGRID3
* xyz -2 1
Lu 0.24095 -0.67389 1.56117
O 4.06166 -0.85772 4.49642
C 4.46101 -1.41968 3.35919
O 5.34898 -1.02766 2.66372
C 3.51212 -2.54704 2.93217
O 2.76598 -2.04845 1.78936
C 3.35530 -2.40259 0.52389
C 2.23648 -2.38826 -0.55315
O 2.38754 -3.02037 -1.60275
O 1.17120 -1.71463 -0.21631
H 4.28895 0.10610 4.45291
H 3.95899 -3.53922 2.76198
H 2.78907 -2.81560 3.71937
H 4.17269 -1.75734 0.28633
H 3.63772 -3.46541 0.66050
O -3.13428 1.82917 2.56868
Cl -2.29277 0.73559 2.89718
O -2.90912 -0.18731 3.77994
O -1.95733 0.00902 1.63661
O -1.04145 1.17252 3.40029
O 3.84095 4.44111 3.17255
C 3.00437 3.57060 2.92328
C 1.91381 3.58289 1.88136
O 1.63117 4.45010 1.08871
C 1.43979 2.21933 1.87211
C 2.02773 1.44096 2.93724
O 1.88526 0.15143 3.04354
C 3.05287 2.20408 3.59238
O 3.88872 1.82087 4.42479
O 0.57363 1.66842 1.10753
Br -1.92741 -3.16220 0.44090
C -1.73344 -4.23883 2.00722
C -2.33582 -5.49537 1.95811
C -2.33586 -6.23827 3.17459
C -1.70074 -5.82570 4.28661
C -1.05898 -4.58817 4.29818
C -0.39275 -4.11406 5.44672
C 0.16312 -2.87899 5.51712
C 0.17087 -2.08644 4.39718
C -0.37752 -2.46270 3.17413
C -1.08300 -3.71924 3.15677
H -2.70331 -5.93149 0.99361
H -2.77690 -7.20414 3.09587
H -1.74015 -6.33989 5.29183
H -0.37849 -4.82597 6.28106
H 0.58515 -2.50691 6.48701
H 0.70569 -1.12177 4.33828
C -3.69374 -2.06474 -3.68543
C -4.03242 -0.60798 -3.34107
C -3.08481 -0.04577 -2.27376
C -1.61951 -0.17274 -2.71846
C -1.22068 -1.62794 -3.06355
C -2.49045 -2.52512 -2.89803
P -0.46009 0.72004 -1.60184
C 1.12350 0.52183 -2.60885
C 2.36823 0.73090 -1.77830
C 2.92677 2.21867 -1.75807
C 3.09861 2.59176 -3.21883
C 1.79151 2.48766 -4.06036
C 1.12676 1.13350 -4.04045
C -0.94480 2.49168 -1.64114
C -1.85742 2.75133 -0.38293
C -2.62262 4.12812 -0.61904
C -1.74329 5.07930 -1.42820
C -1.58160 4.66640 -2.87192
C -1.54124 3.10693 -2.92455
H -3.59749 -2.26546 -4.76547
H -4.60546 -2.65884 -3.34368
H -5.10376 -0.47044 -3.17775
H -3.92430 0.06817 -4.19826
H -3.25933 -0.46401 -1.26007
H -3.28144 1.01855 -2.18205
H -1.46025 0.41864 -3.63857
H -0.40979 -1.93524 -2.39124
H -0.85692 -1.52454 -4.06914
H -2.72727 -2.39382 -1.85533
H -2.24708 -3.64087 -3.07733
H 1.00950 -0.56245 -2.70069
H 3.16520 0.09250 -2.09309
H 2.18054 0.42489 -0.75642
H 3.79755 2.26985 -1.11216
H 2.23941 2.92258 -1.27912
H 3.86315 1.89790 -3.67123
H 3.43823 3.61380 -3.41425
H 2.06794 2.79100 -5.11485
H 1.04839 3.11690 -3.59967
H 1.61736 0.43955 -4.74750
H 0.14820 1.24488 -4.33815
H 0.00954 3.02042 -1.34962
H -1.17999 2.87931 0.45058
H -2.61544 1.94659 -0.23993
H -2.87383 4.62019 0.34507
H -3.57823 3.93051 -1.13789
H -0.81115 5.11107 -0.84187
H -2.18798 6.07069 -1.37518
H -0.71290 5.10226 -3.33045
H -2.46940 4.94373 -3.43752
H -1.04069 2.76944 -3.81488
H -2.57746 2.82150 -3.07368
*
```

Values from the calculation:
- Energy relative to the best compared isomer or geometry (same formula, charge and spin): 308.0 kJ/mol

No. 2
This record from the Open Molecules 2025 dataset describes a 7-piece molecular cluster, C14H38BBrN6O20P overall at a distorted geometry. The level of theory is ωB97M-V/def2-TZVPD.

```
! wB97M-V def2-TZVPD RIJCOSX def2/J DEFGRID3
* xyz -1 1
C 4.84420 -2.34182 -3.26493
O 3.60054 -1.71768 -2.96861
B 3.50554 -0.81618 -1.94121
O 4.58473 -0.69463 -1.04765
P 1.85395 0.28409 -1.67912
C 2.80096 1.73761 -2.51235
O 3.90725 1.19296 -3.26079
O 3.49614 0.88007 -4.60046
C 0.86124 -1.15929 -0.85488
O -0.49938 -1.28818 -1.28611
C -0.77331 -2.40478 -2.06569
O -2.16699 -2.63521 -2.05937
C -2.94905 -1.45278 -2.05981
C -2.73675 -0.54103 -3.26424
O -3.27862 0.75656 -3.00744
C 0.23570 1.48798 -1.47336
C -0.07577 1.75039 -0.08163
O -0.54628 1.03746 0.76268
Br 0.44978 3.60776 0.50379
H 4.96830 -3.25248 -2.67634
H 5.67966 -1.66827 -3.08486
H 4.83293 -2.61929 -4.32001
H 4.41188 -1.19646 -0.24618
H 1.30024 -0.14210 -3.00563
H 2.31398 0.74094 -0.34503
H 2.20052 2.34491 -3.19350
H 3.25732 2.38353 -1.75660
H 2.82261 0.19103 -4.46377
H 1.39800 -2.09358 -1.06468
H 0.85594 -1.01724 0.22840
H -0.42042 -2.27315 -3.10003
H -0.30509 -3.30289 -1.64762
H -2.82333 -0.87774 -1.13769
H -3.98880 -1.79225 -2.06988
H -3.28625 -0.91902 -4.12516
H -1.67305 -0.45803 -3.49757
H -2.70097 1.18696 -2.36671
H 0.44625 2.42906 -1.97596
H -0.62638 1.03325 -1.96119
C -1.38217 6.17425 3.45129
N -0.95862 7.09745 2.36246
O -0.23086 6.65166 1.51058
O -1.38030 8.24066 2.40150
H -0.92603 5.20921 3.26235
H -1.04765 6.60866 4.38856
H -2.46562 6.12198 3.41892
C 5.71075 1.66339 -6.66033
N 6.28769 1.44216 -8.01422
O 6.06291 2.26563 -8.87707
O 6.95391 0.44097 -8.17440
H 5.14920 2.58828 -6.67498
H 5.07026 0.82172 -6.42201
H 6.53897 1.70890 -5.96041
C -3.63440 8.01967 -0.40743
N -3.90642 6.84077 0.45793
O -3.60717 5.74675 0.04188
O -4.40885 7.06554 1.54323
H -3.18757 7.66432 -1.32751
H -4.58360 8.51702 -0.58127
H -2.95919 8.66605 0.14633
C -2.09528 -2.54621 1.45900
N -1.61234 -3.72556 2.22381
O -2.03412 -3.88908 3.35391
O -0.82754 -4.46450 1.67382
H -2.78354 -1.99426 2.08678
H -1.22981 -1.94312 1.19345
H -2.57936 -2.91405 0.55785
C -2.36571 -6.26077 5.12806
N -2.59354 -7.30270 6.16608
O -2.34188 -8.45631 5.90045
O -3.01897 -6.92537 7.24381
H -1.98294 -6.73995 4.23656
H -3.31590 -5.77123 4.94391
H -1.66069 -5.55257 5.54930
C -2.30218 -4.07381 8.98748
N -1.10009 -3.72288 8.18273
O -0.12145 -3.30662 8.75999
O -1.19085 -3.88935 6.98495
H -2.07851 -3.88189 10.02954
H -3.11769 -3.45467 8.62745
H -2.52001 -5.12066 8.79682
*
```

No. 3
This record from the Open Molecules 2025 dataset describes one molecule with the formula C8H14O at a distorted geometry. The level of theory is ωB97M-V/def2-TZVPD.

```
! wB97M-V def2-TZVPD RIJCOSX def2/J DEFGRID3
* xyz 0 1
C 0.05079 1.07080 -0.83231
C -0.92923 0.33658 0.32488
C -0.23660 -0.44794 1.44083
C 1.48259 1.26020 -0.33631
C -1.78585 1.43864 0.94288
C 0.44110 -1.70189 0.97513
C 0.67783 -2.35678 -1.54202
O -0.00554 0.44631 -2.05801
C 0.52691 -2.07536 -0.26227
H 0.25844 -0.56458 -1.94776
H -0.42558 2.04791 -0.96565
H -1.58528 -0.33911 -0.23455
H 0.49671 0.18285 1.94920
H -0.98703 -0.72530 2.19262
H 0.85536 -2.34162 1.74949
H 2.03823 1.82862 -1.08150
H 1.49634 1.81569 0.59974
H 1.97024 0.29906 -0.18421
H -2.46182 1.02596 1.69111
H -2.38584 1.93419 0.18656
H -1.16154 2.18701 1.42889
H 1.64288 -2.24050 -2.02072
H 0.02688 -3.08074 -2.01603
*
```

Values from the calculation:
- Energy relative to the best compared isomer or geometry (same formula, charge and spin): 164.1 kJ/mol

No. 4
This record from the Open Molecules 2025 dataset describes C17H26N5OS2Tb as an isolated structure at a distorted geometry. The level of theory is ωB97M-V/def2-TZVPD.

```
! wB97M-V def2-TZVPD RIJCOSX def2/J DEFGRID3
* xyz 2 7
Tb -1.27476 0.42985 -0.01117
C -4.11335 0.82940 0.09757
C -4.09459 0.27960 1.38134
C -3.83387 -1.07537 1.55550
C -3.58085 -1.88671 0.45240
C -3.57834 -1.34510 -0.83362
C -3.84793 0.01866 -1.01723
H -4.44188 1.85225 -0.04122
H -4.36459 0.89401 2.22954
H -3.88868 -1.51464 2.54202
H -3.47353 -2.95493 0.58932
H -3.50065 -2.00082 -1.69274
H -4.00557 0.40745 -2.01689
S -0.63953 -0.92691 2.16442
C 0.21982 0.44795 2.90435
C 1.40916 -0.00686 3.49983
N 2.40687 -0.47104 3.83388
C -0.09649 1.76755 2.78137
S -1.35124 2.41165 1.77457
C 0.69994 2.73644 3.46302
N 1.34786 3.55079 3.95195
N 3.42081 -2.21265 1.45268
C 2.55535 -1.48386 0.48155
C 3.19469 -0.14353 0.13151
C 2.40513 0.65516 -0.92098
N 1.16697 1.34355 -0.39547
C 2.02023 -0.22858 -2.11962
C 1.47155 -1.62267 -1.78711
N 0.01747 -1.52430 -1.40835
C 2.34200 -2.32274 -0.75266
H 3.35190 -1.70864 2.41943
H 4.39856 -2.23701 1.16101
H 3.10549 -3.17211 1.59747
H 1.59136 -1.31623 0.96069
H 4.18863 -0.32371 -0.28948
H 3.32340 0.45537 1.03732
H 3.08581 1.42979 -1.28309
H 0.96264 2.09356 -1.05586
H 1.43201 1.83205 0.46032
H 2.90567 -0.36850 -2.74175
H 1.28679 0.30781 -2.72997
H 1.54032 -2.22922 -2.69363
H -0.23557 -2.41515 -0.98247
H -0.48526 -1.51441 -2.29549
H 3.30293 -2.53713 -1.22849
H 1.88553 -3.27886 -0.47846
C -1.69591 3.17897 -2.73440
O -1.57537 2.62526 -1.39790
H -1.15872 4.12331 -2.80095
H -2.74312 3.33749 -2.98833
H -1.25551 2.46823 -3.42953
H -1.80360 3.34554 -0.79622
*
```

Values from the calculation:
- ⟨S²⟩: 12.615
- Energy relative to the best compared isomer or geometry (same formula, charge and spin): 171.0 kJ/mol

No. 5
This record from the Open Molecules 2025 dataset describes CH2I2O2 as an isolated structure at a distorted geometry. The level of theory is ωB97M-V/def2-TZVPD.

```
! wB97M-V def2-TZVPD RIJCOSX def2/J DEFGRID3
* xyz 0 1
C 1.11659 -2.45859 -1.31984
O -0.41247 -0.49726 -0.21888
O 1.42176 -3.15196 -0.47140
I -0.76303 -2.62216 -2.30596
I 2.37468 -0.95115 -2.28666
H -0.54653 -0.79440 0.63625
H -0.78768 0.40111 -0.25993
*
```

Values from the calculation:
- Energy relative to the best compared isomer or geometry (same formula, charge and spin): 50.7 kJ/mol

No. 6
This record from the Open Molecules 2025 dataset describes a 2-piece molecular cluster, H2I4Si2 overall at a distorted geometry. The level of theory is ωB97M-V/def2-TZVPD.

```
! wB97M-V def2-TZVPD RIJCOSX def2/J DEFGRID3
* xyz 0 1
Si -0.31185 0.91305 0.78212
Si -0.19812 -1.09648 -0.58151
I -1.81645 2.54790 -0.13891
I 3.36907 1.94892 0.14988
I -1.90932 -2.76975 0.05172
I 1.95126 -2.22832 -0.83322
H -0.31291 1.01988 2.22917
H -0.77168 -0.33520 -1.65925
*
```

Values from the calculation:
- Energy relative to the best compared isomer or geometry (same formula, charge and spin): 242.4 kJ/mol

No. 7
This record from the Open Molecules 2025 dataset describes one molecule with the formula C10H8N2 at a distorted geometry. The level of theory is ωB97M-V/def2-TZVPD.

```
! wB97M-V def2-TZVPD RIJCOSX def2/J DEFGRID3
* xyz 0 1
C 3.48330 -0.02777 0.04784
C 2.83026 1.14572 -0.50565
C 1.39085 1.08631 -0.47755
C 0.71188 0.01904 -0.10632
C 1.39084 -1.09704 0.48563
C 2.74809 -1.08770 0.48419
C -0.84025 -0.02426 0.02762
C -2.72078 -0.95690 -0.66977
C -3.43013 0.04008 0.02464
C -2.70679 0.97276 0.62204
H 4.35340 -0.07331 0.03727
H 3.31092 2.00342 -0.84107
H 0.77735 2.12161 -0.96863
H 1.01036 -2.07905 0.66279
H 3.22468 -2.05841 1.11170
H -3.11686 -1.71166 -0.96753
H -4.61381 -0.12894 0.00374
H -2.99965 1.83507 1.29413
N -1.35284 -1.04665 -0.61401
N -1.37430 0.99948 0.62423
*
```

Values from the calculation:
- Energy relative to the best compared isomer or geometry (same formula, charge and spin): 412.6 kJ/mol

No. 8
This record from the Open Molecules 2025 dataset describes one molecule with the formula C2BrF3N2 at a distorted geometry. The level of theory is ωB97M-V/def2-TZVPD.

```
! wB97M-V def2-TZVPD RIJCOSX def2/J DEFGRID3
* xyz 0 1
C -1.50057 0.14254 0.15059
C -0.15280 -0.46361 -0.10983
N -2.57681 0.45793 0.34685
N 0.83910 0.49519 0.49986
F -0.01401 -1.59602 0.53388
F 0.03753 -0.81968 -1.41071
F 0.72379 1.74084 -0.14531
Br 2.64377 0.04279 0.13467
*
```

Values from the calculation:
- Energy relative to the best compared isomer or geometry (same formula, charge and spin): 280.0 kJ/mol

no.,total energy (hartree)
1,-7100.74041
2,-5329.13442
3,-388.37944
4,-2632.72473
5,-785.15027
6,-1770.99358
7,-495.21204
8,-3059.20127